C6H23BMgNO2PS as an isolated structure, computed with ωB97M-V/def2-TZVPD.

Element x y z (Å)
Mg: 0.078 0.242 0.996
H: 4.554 -1.231 -2.074
H: -1.545 -1.016 0.719
P: -0.113 0.717 -2.235
C: 1.461 1.547 -1.826
H: 1.810 2.146 -2.681
H: 1.344 2.206 -0.957
H: 2.216 0.788 -1.582
C: 0.029 0.407 -4.025
H: -0.938 0.070 -4.424
H: 0.326 1.326 -4.547
H: 0.777 -0.371 -4.215
C: -1.347 2.052 -2.214
H: -1.292 2.632 -1.285
H: -1.174 2.726 -3.069
H: -2.353 1.624 -2.311
C: -1.767 1.719 0.874
O: -2.885 2.002 0.885
H: -2.056 -2.122 -0.514
H: -2.516 -0.544 -0.689
H: -0.242 -1.758 -2.067
H: 0.582 -1.029 -0.433
B: -0.363 -0.892 -1.232
N: -1.740 -1.148 -0.391
H: 3.936 -1.410 -1.731
H: 1.593 1.047 1.179
C: 0.115 -2.530 4.114
S: -0.869 -1.055 3.765
C: 0.397 0.160 4.228
O: -0.801 -1.043 2.172
H: 0.287 -2.575 5.192
H: 1.065 -2.495 3.567
H: -0.485 -3.393 3.803
H: 1.330 -0.011 3.668
H: 0.010 1.170 4.036
H: 0.575 0.045 5.304

M, g/mol: 239.41
Charge: +1
Frontier orbital gap (alpha / beta), hartree: 0.1734 / 0.3265
Energy relative to the best compared isomer or geometry (same formula, charge and spin), kcal/mol: 0.0
⟨S²⟩: 0.752
HOMO level (alpha / beta), eV: -7.5 / -11.7
Multiplicity: 2

A 3-piece molecular cluster, C6H23BN2O10P3 overall, computed with ωB97M-V/def2-TZVPD.

Element x y z (Å)
N: 5.920 1.779 -2.324
P: 5.703 0.258 -2.834
B: 3.963 -0.415 -2.335
O: 2.958 0.467 -3.020
N: 1.816 0.440 -2.313
O: 1.058 1.262 -2.852
H: 5.043 2.113 -1.845
H: 5.851 0.247 -4.268
H: 6.668 -0.679 -2.296
H: 3.784 -0.420 -1.156
H: 3.885 -1.546 -2.685
C: -1.715 1.190 -2.436
O: -3.109 1.117 -2.658
P: -3.986 0.641 -1.244
O: -4.860 -0.276 -2.109
O: -4.682 2.133 -1.159
C: -5.230 2.705 -2.337
O: -4.863 0.165 0.169
C: -4.636 -1.169 0.580
H: -1.223 1.483 -3.367
H: -1.495 1.930 -1.662
H: -1.338 0.211 -2.127
H: -5.546 1.951 -3.059
H: -4.484 3.362 -2.791
H: -6.102 3.307 -2.063
H: -3.568 -1.402 0.534
H: -5.197 -1.860 -0.054
H: -4.980 -1.281 1.611
C: -0.996 -1.035 4.206
O: -0.055 -1.793 3.473
P: 1.274 -0.842 2.906
O: 1.206 -1.570 1.558
O: 2.299 -1.652 3.910
C: 2.239 -3.069 3.957
O: 2.603 0.110 2.338
C: 2.265 1.060 1.346
H: -1.810 -1.690 4.523
H: -0.520 -0.596 5.087
H: -1.403 -0.241 3.573
H: 1.863 -3.502 3.030
H: 1.597 -3.368 4.790
H: 3.245 -3.459 4.137
H: 1.340 1.576 1.617
H: 2.147 0.567 0.377
H: 3.073 1.791 1.272

M, g/mol: 386.99
Charge: -1
Frontier orbital gap, hartree: 0.1291
HOMO level, eV: -4.3
Multiplicity: 1

A 6-piece molecular cluster, C6H23O6 overall, computed with ωB97M-V/def2-TZVPD.

Element x y z (Å)
C: -1.998 -0.828 -1.272
O: -2.828 0.181 -0.784
C: -0.548 -0.338 -1.377
C: 0.543 -1.402 -1.214
C: 1.281 -1.447 0.118
C: 2.404 -2.483 -0.014
C: 1.878 -0.092 0.455
H: -2.369 -1.058 -2.270
H: -2.102 -1.793 -0.751
H: -0.398 0.085 -2.371
H: -0.452 0.483 -0.679
H: 1.273 -1.250 -2.010
H: 0.200 -2.409 -1.484
H: 0.642 -1.796 0.930
H: 1.996 -3.500 0.061
H: 3.185 -2.483 0.750
H: 2.954 -2.348 -0.950
H: 1.114 0.677 0.603
H: 2.433 0.294 -0.411
H: 2.518 -0.129 1.319
H: -1.254 -0.345 2.474
H: -2.098 -1.432 1.932
O: -1.675 -1.171 2.758
H: -3.135 1.411 1.481
H: -2.465 0.572 0.211
O: -2.201 1.317 1.270
H: 3.198 1.719 -1.721
H: 1.952 2.555 -1.437
O: 2.755 2.535 -1.976
H: -0.634 1.783 2.107
H: -1.025 2.497 3.325
O: -0.223 2.143 2.927
H: -1.704 2.542 0.099
H: -1.828 2.489 -1.391
O: -1.389 3.021 -0.708

M, g/mol: 191.24
Charge: -1
Frontier orbital gap, hartree: 0.3177
Energy relative to the best compared isomer or geometry (same formula, charge and spin), kcal/mol: 0.0
HOMO level, eV: -5.4
Multiplicity: 1

A 7-piece molecular cluster, C6H24BrO9 overall, computed with ωB97M-V/def2-TZVPD.

Element x y z (Å)
Br: -16.371 11.862 15.345
C: -14.112 10.800 19.679
C: -15.348 11.582 19.146
O: -15.008 12.601 18.238
O: -13.286 11.583 20.471
H: -13.536 10.350 18.860
H: -14.477 9.900 20.192
H: -15.841 11.947 20.050
H: -15.984 10.879 18.606
H: -15.334 12.387 17.350
H: -12.523 11.048 20.701
C: -12.859 15.762 13.554
C: -13.810 14.902 14.352
O: -14.960 14.610 13.589
O: -12.277 14.994 12.508
H: -12.016 16.114 14.150
H: -13.394 16.634 13.165
H: -14.087 15.422 15.274
H: -13.326 13.959 14.614
H: -15.227 13.699 13.751
H: -13.038 14.585 12.076
C: -11.594 10.475 12.787
C: -12.692 11.318 13.411
O: -13.818 10.526 13.715
O: -11.890 10.236 11.404
H: -11.513 9.509 13.282
H: -10.628 10.986 12.821
H: -12.834 12.187 12.757
H: -12.331 11.767 14.345
H: -14.452 11.050 14.233
H: -11.955 11.099 10.988
O: -18.065 14.966 15.666
H: -18.805 15.090 15.066
H: -17.645 14.145 15.372
O: -19.264 11.516 13.404
H: -18.334 11.337 13.231
H: -19.265 12.406 13.764
O: -17.142 8.974 17.041
H: -16.673 9.491 16.371
H: -16.475 8.384 17.402

M, g/mol: 320.15
Charge: -1
Frontier orbital gap, hartree: 0.3318
Energy relative to the best compared isomer or geometry (same formula, charge and spin), kcal/mol: 0.0
HOMO level, eV: -6.2
Multiplicity: 1

A 5-piece molecular cluster, C6H24N2O4 overall, computed with ωB97M-V/def2-TZVPD.

Element x y z (Å)
C: -2.969 -0.420 -1.340
C: -1.461 -0.703 -1.305
N: -0.964 -0.538 0.060
C: -0.710 0.828 0.457
C: 0.538 1.269 1.288
C: 1.676 0.325 1.632
C: 2.387 -0.488 0.533
N: 2.502 0.202 -0.795
H: -3.435 -0.811 -0.426
H: -3.442 -1.036 -2.108
H: -3.332 0.605 -1.367
H: -1.195 -1.644 -1.761
H: -1.033 0.039 -1.983
H: -0.293 -1.261 0.246
H: -0.681 1.449 -0.437
H: -1.642 1.232 0.874
H: 0.105 1.614 2.225
H: 0.938 2.069 0.668
H: 1.285 -0.456 2.298
H: 2.448 0.785 2.246
H: 3.382 -0.647 0.941
H: 1.972 -1.456 0.255
H: 3.416 0.641 -0.866
H: 1.900 1.024 -0.820
O: 0.302 -2.868 2.328
H: -0.310 -2.329 2.834
H: 0.091 -2.606 1.429
O: 0.631 2.442 -1.781
H: 0.629 1.585 -2.238
H: 1.168 2.997 -2.357
O: 0.894 -0.380 -3.127
H: 1.029 -0.529 -2.177
H: 1.811 -0.568 -3.378
O: -2.452 -0.146 3.033
H: -2.094 -0.653 2.305
H: -3.092 0.436 2.613

M, g/mol: 188.27
Frontier orbital gap, hartree: 0.3411
Energy relative to the best compared isomer or geometry (same formula, charge and spin), kcal/mol: 35.3
HOMO level, eV: -8.8
Multiplicity: 1

A 6-piece molecular cluster, C6H24N2O5 overall, computed with ωB97M-V/def2-TZVPD.

Element x y z (Å)
C: 3.377 -1.631 0.171
C: 2.887 -0.648 -0.619
C: 2.183 -0.878 -1.920
C: 0.885 -0.115 -1.987
N: -0.182 -0.705 -1.056
C: -1.496 -0.151 -1.479
C: -2.695 -1.115 -1.096
N: -2.930 -0.964 0.321
H: 3.935 -1.435 1.090
H: 3.114 -2.705 -0.037
H: 3.137 0.234 -0.160
H: 2.827 -0.222 -2.701
H: 2.263 -1.838 -2.318
H: 1.038 0.924 -1.538
H: 0.600 -0.012 -3.121
H: 0.007 -1.680 -0.905
H: -1.560 0.796 -0.954
H: -1.585 0.057 -2.566
H: -2.353 -2.233 -1.121
H: -3.548 -0.861 -1.570
H: -3.152 0.041 0.565
H: -1.986 -1.196 0.789
O: 1.687 0.209 2.990
H: 0.912 -0.096 3.435
H: 2.341 -0.490 3.373
O: -3.243 2.533 -0.988
H: -3.298 2.915 -1.833
H: -2.919 3.234 -0.404
O: -1.450 3.433 1.299
H: -0.549 3.145 1.523
H: -2.011 3.488 2.006
O: 1.091 2.213 1.758
H: 0.843 1.257 1.778
H: 1.870 2.467 1.406
O: -0.051 -2.612 2.280
H: -0.052 -1.958 1.544
H: 0.065 -3.403 2.041

M, g/mol: 204.27
Frontier orbital gap, hartree: 0.3346
Energy relative to the best compared isomer or geometry (same formula, charge and spin), kcal/mol: 98.5
HOMO level, eV: -8.6
Multiplicity: 1

A 6-piece molecular cluster, C6H24N4O6 overall, computed with ωB97M-V/def2-TZVPD.

Element x y z (Å)
N: 1.007 -3.538 2.484
C: 0.426 -3.286 1.332
N: 0.288 -1.994 1.244
O: -0.012 -4.252 0.436
H: 1.204 -4.482 2.756
H: 1.501 -2.848 3.082
H: -0.307 -1.649 0.461
H: 0.489 -1.345 2.046
N: 3.870 0.734 1.055
C: 2.886 0.108 0.486
N: 2.810 -1.109 0.920
O: 1.948 0.788 -0.151
H: 3.906 1.711 0.822
H: 4.737 0.318 1.486
H: 1.865 -1.567 0.771
H: 3.657 -1.639 1.102
C: -3.401 0.558 -2.588
O: -3.046 1.220 -1.353
H: -3.215 -0.550 -2.439
H: -2.754 0.972 -3.356
H: -4.393 0.871 -2.930
H: -3.370 2.126 -1.469
C: -1.447 0.999 1.635
O: -1.769 2.138 2.287
H: -2.136 0.788 0.846
H: -1.407 0.188 2.365
H: -0.480 1.149 1.132
H: -1.391 2.114 3.169
C: -0.120 -1.065 -1.768
O: -1.059 -0.881 -0.721
H: 0.556 -1.877 -1.627
H: 0.373 -0.197 -2.019
H: -0.784 -1.338 -2.552
H: -1.558 -0.101 -0.944
C: -0.098 3.030 -1.351
O: 1.147 2.701 -1.829
H: -0.244 2.484 -0.328
H: -0.984 2.754 -1.992
H: -0.110 4.093 -1.155
H: 1.413 1.873 -1.345

M, g/mol: 248.28
Frontier orbital gap, hartree: 0.3452
Energy relative to the best compared isomer or geometry (same formula, charge and spin), kcal/mol: 73.6
HOMO level, eV: -9.2
Multiplicity: 1